C31H25F3N6OPSSn as an isolated structure. Source: the Open Molecules 2025 dataset; level of theory: the ωB97M-V functional and the def2-TZVPD basis.

Each line ends with the Mulliken charge.
Atoms and positions in Å:
Sn  -1.352  0.343  -1.719  0.899
O  -0.729  2.958  0.634  -0.264
N  -2.060  2.737  0.260  -0.339
C  -2.755  2.245  1.205  -0.856
C  -2.348  1.969  2.608  0.413
C  -3.075  2.607  3.610  -0.760
C  -2.743  2.434  4.943  -0.663
C  -1.681  1.607  5.284  -0.802
C  -0.982  0.941  4.290  -0.305
C  -1.314  1.102  2.946  0.697
P  -0.504  0.093  1.641  1.003
C  1.268  0.298  2.047  0.412
C  1.741  1.560  2.414  -0.652
C  3.099  1.785  2.586  -0.803
C  4.010  0.755  2.386  -0.538
C  3.555  -0.498  2.002  -0.837
C  2.195  -0.723  1.829  -0.519
C  -0.927  -1.622  2.144  0.509
C  -1.904  -2.255  1.375  -0.536
C  -2.346  -3.535  1.688  -0.652
C  -1.803  -4.203  2.774  -0.527
C  -0.829  -3.586  3.549  -0.752
C  -0.394  -2.307  3.238  -0.053
H  -0.356  3.346  -0.165  0.298
H  -3.793  2.090  0.928  0.425
H  -3.901  3.253  3.336  0.497
H  -3.309  2.944  5.712  0.415
H  -1.408  1.468  6.322  0.451
H  -0.167  0.284  4.565  0.226
H  1.035  2.366  2.583  0.438
H  3.446  2.762  2.895  0.457
H  5.068  0.927  2.539  0.435
H  4.258  -1.308  1.851  0.453
H  1.854  -1.709  1.538  0.558
H  -2.340  -1.732  0.530  0.387
H  -3.113  -4.006  1.087  0.461
H  -2.142  -5.200  3.023  0.410
H  -0.412  -4.102  4.404  0.429
H  0.362  -1.841  3.857  0.287
F  0.231  -3.518  -6.818  -0.299
C  -0.197  -2.421  -6.174  0.575
F  -1.407  -2.123  -6.655  -0.216
F  0.629  -1.420  -6.507  -0.215
C  -0.230  -2.647  -4.681  -0.196
C  0.163  -3.866  -4.167  -0.159
C  0.132  -4.093  -2.793  -1.073
C  -0.298  -3.067  -1.988  -0.266
N  -0.674  -1.881  -2.477  -0.165
C  -0.655  -1.636  -3.800  0.782
S  -1.174  -0.036  -4.267  -0.439
H  0.488  -4.646  -4.841  0.545
H  0.420  -5.045  -2.372  0.440
H  -0.383  -3.188  -0.913  0.450
N  2.880  1.493  -2.215  -0.042
C  3.197  0.263  -1.681  -1.030
C  2.012  -0.338  -1.405  -0.571
N  0.985  0.501  -1.771  0.953
C  1.540  1.597  -2.245  0.128
C  0.706  2.695  -2.695  0.051
N  -0.586  2.645  -2.476  0.085
C  -1.122  3.786  -3.027  -0.708
C  -0.125  4.522  -3.591  -0.490
N  1.036  3.814  -3.372  -0.093
H  3.549  2.186  -2.508  0.195
H  4.213  -0.056  -1.533  0.452
H  1.830  -1.308  -0.975  0.530
H  -2.176  3.997  -2.979  0.454
H  -0.135  5.463  -4.111  0.435
H  1.949  4.082  -3.702  0.185

As for the charge: +1. The value obtained for the relative energy (zero: lowest compared OMol25 entry of this formula, charge and spin) is 11.8 kJ/mol. Its lowest unoccupied orbital energy is -2.6 eV. The frontier orbital gap comes out at 7.63 eV. As for the energy: -2853.39463 hartree. For the HOMO energy, the calculation gives -10.229 eV.



C31H25N4O6STi as an isolated structure. Source: the Open Molecules 2025 dataset; level of theory: the ωB97M-V functional and the def2-TZVPD basis.

Each line ends with the Mulliken charge.
Atoms and positions in Å:
Ti  0.635  -0.334  -0.524  0.141
C  -0.271  2.664  -0.369  -0.274
C  1.074  2.285  -0.491  -0.725
C  1.882  2.255  0.649  0.122
C  1.345  2.548  1.893  -0.798
C  0.005  2.892  2.002  -0.290
C  -0.804  2.957  0.874  -0.793
H  -0.905  2.755  -1.242  0.307
H  1.539  2.206  -1.471  0.840
H  2.935  2.029  0.551  0.508
H  1.973  2.523  2.772  0.461
H  -0.411  3.123  2.972  0.448
H  -1.841  3.241  0.964  0.465
O  0.380  -6.983  -1.824  -0.683
C  1.036  -6.066  -2.312  0.310
O  2.109  -6.014  -2.923  -0.681
C  0.518  -4.674  -1.976  -0.329
C  0.830  -3.586  -2.804  -0.774
C  0.508  -2.325  -2.399  0.668
N  -0.086  -2.086  -1.179  0.303
C  -0.549  -3.135  -0.460  0.922
C  -0.243  -4.426  -0.840  -0.639
C  -1.483  -2.873  0.661  0.528
C  -1.422  -3.644  1.816  -0.622
C  -2.390  -3.439  2.788  -0.761
C  -3.369  -2.489  2.559  -0.545
C  -3.339  -1.774  1.367  -0.302
N  -2.418  -1.952  0.430  -0.464
C  0.656  -1.110  -3.237  0.614
C  1.082  -1.155  -4.555  -0.886
C  1.023  0.003  -5.308  -0.560
C  0.542  1.170  -4.728  -1.083
C  0.199  1.151  -3.393  0.123
N  0.266  0.038  -2.645  0.576
H  1.363  -3.799  -3.721  0.623
H  -0.627  -5.278  -0.298  0.717
H  -0.643  -4.380  1.950  0.498
H  -2.377  -4.014  3.704  0.449
H  -4.149  -2.300  3.282  0.434
H  -4.091  -1.024  1.160  0.428
H  1.428  -2.081  -4.985  0.458
H  1.336  -0.006  -6.342  0.485
H  0.447  2.085  -5.293  0.457
H  -0.144  2.047  -2.901  0.275
C  8.750  -0.982  1.173  -1.443
C  7.290  -1.143  0.878  0.928
C  6.724  -2.403  0.729  -0.960
C  5.374  -2.561  0.463  -0.389
C  4.588  -1.421  0.343  -0.321
C  5.129  -0.143  0.482  -0.334
C  6.474  -0.014  0.750  -0.874
S  2.909  -1.604  -0.008  2.365
O  2.571  -0.748  -1.215  -0.838
O  2.598  -2.998  -0.067  -0.695
N  1.940  -0.754  0.956  0.169
C  1.270  -1.287  2.142  -0.676
C  -0.086  -0.598  2.173  0.713
O  -0.819  -0.478  3.092  -0.533
O  -0.377  -0.081  0.906  -0.516
H  9.273  -1.934  1.135  0.358
H  8.892  -0.555  2.167  0.332
H  9.216  -0.304  0.459  0.365
H  7.349  -3.281  0.819  0.363
H  4.939  -3.541  0.339  0.585
H  4.508  0.731  0.372  0.233
H  6.907  0.971  0.858  0.427
H  1.796  -1.066  3.073  0.507
H  1.119  -2.370  2.065  0.284

As for the charge: +1. The value obtained for the relative energy (zero: lowest compared OMol25 entry of this formula, charge and spin) is 181.0 kJ/mol. Its lowest unoccupied orbital energy is -5.1 eV. The frontier orbital gap comes out at 5.22 eV. As for the energy: -3114.29064 hartree. For the HOMO energy, the calculation gives -10.307 eV.



C31H26BrN5O2Rh as an isolated structure. Source: the Open Molecules 2025 dataset; level of theory: the ωB97M-V functional and the def2-TZVPD basis.

Each line ends with the Mulliken charge.
Atoms and positions in Å:
Rh  0.604  -1.005  0.083  -0.007
C  -2.221  -0.863  0.902  -1.410
N  -1.168  0.061  1.307  0.833
C  -1.379  1.460  0.980  -2.141
C  -1.012  1.786  -0.481  2.133
C  -2.339  1.771  -2.522  -0.549
C  -1.339  1.894  -3.403  -0.218
C  0.076  1.691  -3.199  -0.748
C  0.689  1.299  -2.044  -0.829
N  0.183  1.132  -0.802  0.545
C  -0.595  -0.134  2.632  -1.201
C  0.859  0.290  2.683  1.009
C  1.355  1.136  3.658  -0.730
C  2.712  1.435  3.666  -0.531
C  3.531  0.857  2.714  -0.756
C  2.963  0.018  1.764  -0.315
N  1.656  -0.231  1.737  0.270
C  -2.163  -1.347  -0.538  1.129
C  -3.325  -1.549  -1.261  -0.970
C  -3.247  -2.063  -2.544  -0.498
C  -2.003  -2.375  -3.065  -0.907
C  -0.882  -2.149  -2.287  -0.430
N  -0.959  -1.641  -1.055  0.464
H  -3.219  -0.437  1.081  0.223
H  -2.118  -1.759  1.519  0.498
H  -0.737  2.051  1.636  0.654
H  -2.419  1.765  1.155  0.285
H  -3.361  2.008  -2.790  0.437
H  -1.649  2.205  -4.395  0.305
H  0.708  1.791  -4.074  0.324
H  1.747  1.045  -2.113  0.346
H  -0.618  -1.203  2.851  0.466
H  -1.155  0.399  3.417  0.284
H  0.683  1.556  4.397  0.407
H  3.117  2.116  4.404  0.382
H  4.592  1.060  2.685  0.395
H  3.536  -0.480  0.992  0.439
H  -4.276  -1.275  -0.824  0.449
H  -4.145  -2.213  -3.129  0.387
H  -1.888  -2.776  -4.062  0.413
H  0.118  -2.374  -2.630  0.486
C  1.523  -2.600  0.040  -0.981
C  1.132  -3.944  -0.080  0.514
C  1.816  -4.869  -0.930  -0.499
C  1.456  -6.197  -0.996  -0.340
C  0.423  -6.711  -0.206  -0.455
C  -0.261  -5.834  0.636  -0.595
C  0.058  -4.493  0.687  -0.180
H  2.645  -4.501  -1.523  0.382
H  2.001  -6.856  -1.665  0.335
H  0.157  -7.760  -0.252  0.351
H  -1.077  -6.206  1.249  0.349
H  -0.500  -3.817  1.327  0.147
Br  1.521  7.942  0.515  -0.223
C  1.451  6.050  0.518  0.104
C  2.500  5.329  1.067  -0.413
N  2.508  4.004  1.103  -0.523
C  1.469  3.348  0.584  -0.018
C  0.370  3.990  0.012  0.574
C  0.369  5.381  -0.013  -1.396
C  -0.877  3.325  -0.561  -0.053
O  -1.753  4.031  -0.994  -0.669
O  -2.233  1.420  -1.206  -0.358
H  3.355  5.847  1.488  0.372
H  1.504  2.266  0.606  0.643
H  -0.472  5.902  -0.450  0.614

As for the charge: -1. The value obtained for the relative energy (zero: lowest compared OMol25 entry of this formula, charge and spin) is 120.4 kJ/mol. Its lowest unoccupied orbital energy (spin up / spin down) is 2.3 / 2.3 eV. The frontier orbital gap (spin up / spin down) comes out at 4.17 / 4.41 eV. As for the energy: -4305.62878 hartree. For the HOMO energy (spin up / spin down), the calculation gives -1.900 / -2.137 eV.